[1]
C29H28BF7O2 | wB97M-V/def2-TZVPD

Its spin multiplicity is 1.

XYZ file:
```
67
C29H28BF7O2 wB97M-V/def2-TZVPD
F -0.498 -0.594 -3.073
C 0.855 -0.638 -2.819
C 1.684 -0.869 -3.907
C 3.030 -0.627 -3.631
F 3.876 -0.559 -4.719
C 3.566 -0.412 -2.363
C 2.755 -0.470 -1.202
C 3.292 -0.206 0.163
C 2.668 0.870 0.870
C 2.535 2.033 0.082
C 1.645 3.019 0.440
F 1.550 4.095 -0.398
C 0.943 2.988 1.644
C 1.186 1.888 2.473
F 0.627 1.911 3.726
C 1.997 0.814 2.124
C 1.327 -0.470 -1.500
H 1.310 -1.128 -4.904
H 4.620 -0.209 -2.217
H 4.183 -0.761 0.490
H 3.153 2.112 -0.814
H 0.236 3.776 1.873
H 2.139 -0.049 2.776
H 0.608 -0.186 -0.725
C 4.408 -4.295 0.984
C 2.963 -4.120 0.613
C 2.604 -5.409 -0.105
C 2.090 -3.563 1.828
C 0.969 -4.511 2.204
C 2.869 -3.120 3.071
O 1.444 -2.352 1.289
B 1.924 -2.172 0.050
C 5.436 2.469 0.781
C 4.932 3.314 1.790
C 4.766 4.672 1.602
C 4.932 5.170 0.307
C 4.228 6.408 -0.221
F 5.107 7.383 -0.656
F 3.475 6.079 -1.336
F 3.368 6.987 0.661
C 5.651 4.441 -0.630
C 5.803 3.067 -0.437
C 5.707 1.034 1.098
C 6.420 0.032 0.178
C 7.228 0.757 1.184
O 2.788 -3.113 -0.413
H 4.470 -5.135 1.685
H 4.966 -4.563 0.088
H 4.833 -3.399 1.434
H 2.806 -6.250 0.552
H 1.582 -5.478 -0.496
H 3.285 -5.526 -0.956
H 1.376 -5.496 2.480
H 0.358 -4.109 3.028
H 0.297 -4.673 1.355
H 3.474 -3.951 3.453
H 3.543 -2.275 2.858
H 2.185 -2.813 3.881
H 4.628 2.869 2.730
H 4.515 5.332 2.428
H 6.033 4.960 -1.518
H 6.123 2.463 -1.283
H 5.167 0.630 1.971
H 6.171 -1.022 0.356
H 6.569 0.303 -0.877
H 7.925 1.513 0.804
H 7.629 0.218 2.042
```

=====

[2]
C19H24N4O3 | wB97M-V/def2-TZVPD

Its spin multiplicity is 1. As for the SMILES: [H]/N=c1/[nH]cc(C(=O)N2C[C@H](C)[C@H](NC(=O)CCc3cccc(C)c3)C2)o1.

XYZ file:
```
50
C19H24N4O3 wB97M-V/def2-TZVPD
C -3.948 -2.426 -1.014
C -3.636 -1.121 -0.332
C -4.453 -0.628 0.679
C -4.166 0.587 1.286
C -3.056 1.321 0.899
C -2.214 0.841 -0.102
C -0.986 1.611 -0.531
C -0.042 2.061 0.614
C -0.209 1.286 1.908
O -0.592 1.815 2.934
N 0.090 -0.042 1.829
C -0.277 -0.968 2.872
C 0.900 -1.707 3.508
N 0.259 -2.882 4.089
C 1.022 -3.758 4.777
O 2.234 -3.619 4.888
C 0.389 -4.920 5.431
C 1.008 -5.943 6.023
N 0.029 -6.764 6.545
C -1.215 -6.237 6.279
N -2.327 -6.730 6.613
O -0.989 -5.077 5.580
C -1.144 -3.015 3.666
C -1.220 -2.103 2.443
C -0.748 -2.838 1.191
C -2.525 -0.372 -0.707
H -3.051 -2.872 -1.444
H -4.386 -3.141 -0.317
H -4.665 -2.279 -1.825
H -5.319 -1.199 0.994
H -4.809 0.962 2.072
H -2.831 2.257 1.395
H -0.433 0.989 -1.239
H -1.288 2.498 -1.090
H 0.997 1.991 0.283
H -0.225 3.100 0.879
H 0.338 -0.415 0.928
H -0.774 -0.368 3.635
H 1.648 -1.998 2.765
H 1.410 -1.120 4.271
H 2.062 -6.133 6.114
H 0.155 -7.619 7.053
H -3.096 -6.148 6.301
H -1.383 -4.048 3.425
H -1.821 -2.683 4.457
H -2.231 -1.723 2.288
H 0.251 -3.260 1.325
H -1.424 -3.663 0.962
H -0.738 -2.185 0.318
H -1.876 -0.751 -1.491
```

=====

[3]
C3H11BrHgNO4PSSi2 | wB97M-V/def2-TZVPD

Its spin multiplicity is 1. As for the net charge: +2.

XYZ file:
```
25
C3H11BrHgNO4PSSi2 wB97M-V/def2-TZVPD
O -2.457 3.074 -3.750
N -2.218 2.697 -2.678
O -2.819 1.453 -2.434
Si -1.608 0.304 -2.068
O -1.668 -0.013 -0.398
Si -0.246 -0.600 0.298
S 0.481 -2.417 -0.724
C -0.394 -1.093 2.109
C 0.363 -0.153 3.081
C 1.776 0.255 2.592
Br 1.698 2.064 1.832
P 0.411 1.060 -2.711
O 0.815 2.240 -1.825
H -1.870 -0.896 -2.885
H 0.805 0.428 0.038
H 0.382 -2.306 -2.085
H -1.466 -1.042 2.358
H -0.126 -2.168 2.232
H -0.233 0.721 3.351
H 0.505 -0.702 4.020
H 2.254 -0.464 1.920
H 2.422 0.326 3.472
H 0.356 1.435 -4.093
H 1.416 0.051 -2.570
Hg 1.422 -4.255 0.919
```

=====

Frontier orbital gap per entry: 6.084; 8.792; 2.744 eV